Record 1
A cluster of 4 separate species, C11H24BClFNO12P in total. Source: OMol25; level of theory: ωB97M-V/def2-TZVPD.

Calculated values
Highest occupied orbital energy = -4.84 eV
F_max = 0.4 eV/A
LUMO energy = 2.1 eV
Total charge = -1

The geometry in XYZ format:
```
52
Properties=species:S:1:pos:R:3:lowdin_charge:R:1
N 1.949 -6.200 1.275 0.075
B 0.885 -5.214 0.742 -0.783
O 0.518 -5.599 -0.682 0.018
C -0.517 -6.467 -0.642 -0.404
F -1.539 -6.023 -1.505 -0.036
C -0.987 -6.497 0.839 -0.539
P -2.747 -6.555 1.340 0.623
O -3.474 -5.420 0.398 -0.359
Cl -3.244 -8.325 0.310 0.140
O -0.451 -5.347 1.420 -0.108
H 2.147 -6.955 0.629 0.026
H 1.737 -6.604 2.180 0.027
H 1.290 -4.065 0.820 0.087
H -0.268 -7.471 -1.012 0.142
H -0.578 -7.428 1.286 0.100
H -4.143 -4.978 0.930 0.033
C -1.272 -2.406 0.278 -0.010
O -0.969 -1.309 1.166 0.020
C -0.429 -0.253 0.591 -0.620
O -0.214 -0.094 -0.585 0.111
O -0.156 0.657 1.539 -0.002
C 0.462 1.842 1.049 -0.054
H -1.692 -3.188 0.899 0.079
H -1.986 -2.083 -0.478 0.098
H -0.367 -2.788 -0.188 0.086
H -0.187 2.360 0.341 0.082
H 1.412 1.614 0.568 0.099
H 0.633 2.467 1.921 0.090
C -4.288 3.625 -1.967 -0.045
O -3.477 2.752 -2.756 0.005
C -2.164 2.943 -2.612 -0.624
O -1.656 3.787 -1.914 0.102
O -1.525 2.058 -3.360 0.016
C -0.097 2.136 -3.284 -0.028
H -5.314 3.349 -2.189 0.092
H -4.079 3.486 -0.908 0.097
H -4.107 4.664 -2.236 0.094
H 0.231 1.987 -2.257 0.079
H 0.248 3.099 -3.660 0.093
H 0.271 1.327 -3.906 0.099
C 1.757 5.708 -0.395 -0.024
O 2.461 4.919 0.573 0.000
C 3.346 5.592 1.301 -0.627
O 3.595 6.767 1.210 0.117
O 3.917 4.741 2.155 0.004
C 4.901 5.331 3.008 -0.041
H 1.078 5.023 -0.894 0.087
H 1.198 6.502 0.098 0.099
H 2.455 6.144 -1.107 0.097
H 4.456 6.114 3.620 0.096
H 5.714 5.753 2.420 0.096
H 5.266 4.522 3.633 0.093
```

Record 2
An isolated molecule of C26H33N3O5S3. Source: OMol25; level of theory: ωB97M-V/def2-TZVPD.

Calculated values
Highest occupied orbital energy = -8.80 eV
F_max = 1.1 eV/A
LUMO energy = 0.2 eV

The geometry in XYZ format:
```
70
Properties=species:S:1:pos:R:3:lowdin_charge:R:1
C -0.182 1.325 -3.416 -0.045
O -0.694 0.962 -2.149 -0.083
C -0.160 -0.095 -1.517 -0.250
C 0.852 -0.912 -2.024 0.014
C 1.290 -1.992 -1.283 -0.246
S 2.693 -2.919 -1.923 0.673
O 2.642 -4.262 -1.430 -0.274
O 2.770 -2.706 -3.338 -0.278
N 4.007 -2.171 -1.226 -0.207
C 4.096 -2.375 0.203 -0.201
C 5.443 -1.882 0.716 -0.121
C 5.606 -0.387 0.389 -0.315
C 4.600 0.396 1.162 -0.536
N 3.453 0.774 0.750 0.118
C 2.713 1.388 1.720 -0.291
C 1.423 1.886 1.573 -0.006
C 0.801 2.452 2.665 -0.069
C 1.449 2.540 3.896 -0.081
C 2.734 2.059 4.063 -0.096
C 3.359 1.479 2.973 -0.466
S 4.941 0.766 2.863 1.089
C 5.478 -0.211 -1.127 -0.114
C 4.166 -0.792 -1.647 -0.209
C 0.770 -2.296 -0.040 -0.047
C -0.221 -1.473 0.477 -0.025
C -0.669 -0.391 -0.249 -0.186
S -1.970 0.659 0.410 0.681
O -1.560 2.030 0.366 -0.269
O -2.330 0.113 1.692 -0.279
N -3.142 0.404 -0.733 -0.223
C -3.901 1.531 -1.220 -0.165
C -5.156 1.807 -0.381 -0.336
C -4.789 2.405 0.975 -0.055
C -5.965 0.511 -0.243 -0.139
C -5.122 -0.640 0.309 -0.360
C -5.932 -1.931 0.377 -0.062
C -3.890 -0.822 -0.582 -0.161
H -0.753 2.201 -3.717 0.099
H 0.878 1.583 -3.358 0.102
H -0.325 0.524 -4.148 0.103
H 1.298 -0.754 -2.993 0.112
H 3.980 -3.446 0.371 0.122
H 3.287 -1.840 0.725 0.116
H 5.508 -2.047 1.793 0.114
H 6.242 -2.439 0.226 0.126
H 6.602 -0.064 0.710 0.138
H 0.917 1.824 0.624 0.095
H -0.205 2.821 2.550 0.100
H 0.941 2.990 4.735 0.103
H 3.239 2.125 5.014 0.105
H 6.315 -0.725 -1.601 0.123
H 5.521 0.846 -1.389 0.124
H 4.155 -0.802 -2.738 0.121
H 3.338 -0.174 -1.276 0.097
H 1.124 -3.166 0.487 0.118
H -0.659 -1.646 1.447 0.120
H -3.225 2.385 -1.200 0.117
H -4.181 1.318 -2.258 0.133
H -5.767 2.538 -0.925 0.138
H -5.681 2.543 1.583 0.084
H -4.096 1.764 1.511 0.051
H -4.308 3.371 0.839 0.085
H -6.824 0.683 0.408 0.120
H -6.346 0.225 -1.228 0.122
H -4.770 -0.387 1.312 0.130
H -5.326 -2.740 0.777 0.079
H -6.798 -1.800 1.020 0.079
H -6.280 -2.217 -0.614 0.080
H -3.211 -1.563 -0.155 0.123
H -4.194 -1.159 -1.581 0.141
```

Record 3
A structure of composition C47H63BaN2PS2. Source: OMol25; level of theory: ωB97M-V/def2-TZVPD.

Calculated values
Energy above the lowest of the compared OMol25 structures with the same formula, charge and spin = 40.53 kJ/mol
Highest occupied orbital energy = -13.50 eV
F_max = 1.2 eV/A
LUMO energy = -5.9 eV
Total charge = +2

The geometry in XYZ format:
```
116
Properties=species:S:1:pos:R:3:lowdin_charge:R:1
Ba -0.388 -1.021 -0.223 1.448
C 0.525 2.700 1.529 -0.081
C -0.246 3.342 0.381 -0.363
C 0.500 4.563 -0.162 -0.040
C -0.518 2.339 -0.714 -0.220
C 0.512 1.751 -1.440 -0.061
C 0.264 0.882 -2.502 -0.250
C 1.459 0.429 -3.318 -0.371
C 2.633 -0.042 -2.455 -0.072
C 1.913 1.574 -4.230 -0.023
C -1.064 0.546 -2.858 -0.159
C -2.123 1.205 -2.181 -0.140
C -1.811 2.047 -1.109 -0.002
C -3.610 1.254 -2.555 -0.350
C -3.860 2.403 -3.544 -0.034
C -4.287 -0.012 -3.040 -0.046
C -1.364 -0.289 -4.100 -0.190
C -1.572 0.470 -5.251 -0.042
C -2.015 -0.093 -6.436 -0.036
C -2.283 -1.451 -6.487 -0.042
C -2.021 -2.233 -5.373 -0.090
C -1.526 -1.697 -4.181 -0.296
P -1.020 -2.837 -2.823 1.051
C 0.402 -3.863 -3.533 -0.680
C 0.176 -4.521 -4.898 -0.072
C 0.791 -4.932 -2.501 -0.090
C 1.600 -2.932 -3.698 -0.105
C -2.425 -4.028 -2.388 -0.688
C -3.723 -3.231 -2.305 -0.105
C -2.666 -5.232 -3.299 -0.073
C -2.147 -4.542 -0.960 -0.108
H 0.697 3.427 2.324 0.087
H 1.499 2.342 1.181 0.069
H -0.022 1.854 1.957 0.003
H -1.213 3.678 0.761 0.141
H 1.507 4.295 -0.491 0.084
H 0.595 5.325 0.612 0.088
H -0.023 5.006 -1.010 0.091
H 1.541 2.003 -1.206 0.126
H 1.136 -0.385 -3.962 0.097
H 3.168 0.802 -2.016 0.089
H 3.353 -0.598 -3.056 0.098
H 2.333 -0.691 -1.625 0.017
H 2.253 2.427 -3.637 0.090
H 1.105 1.912 -4.881 0.081
H 2.742 1.253 -4.864 0.095
H -2.630 2.542 -0.597 0.136
H -4.115 1.535 -1.628 0.129
H -3.567 2.125 -4.556 0.071
H -3.318 3.309 -3.265 0.088
H -4.924 2.643 -3.564 0.093
H -3.960 -0.317 -4.034 0.079
H -5.365 0.153 -3.087 0.102
H -4.116 -0.830 -2.353 0.038
H -1.406 1.540 -5.200 0.124
H -2.172 0.533 -7.305 0.120
H -2.669 -1.905 -7.391 0.119
H -2.201 -3.297 -5.439 0.092
H -0.637 -5.239 -4.912 0.066
H 1.089 -5.059 -5.169 0.101
H 0.000 -3.780 -5.677 0.076
H 0.080 -5.753 -2.454 0.070
H 0.909 -4.523 -1.493 0.077
H 1.754 -5.357 -2.791 0.097
H 1.456 -2.242 -4.530 0.087
H 2.487 -3.530 -3.921 0.104
H 1.813 -2.359 -2.797 0.045
H -4.010 -2.791 -3.259 0.080
H -3.651 -2.435 -1.564 0.061
H -4.527 -3.897 -1.981 0.104
H -2.955 -4.947 -4.309 0.080
H -3.499 -5.807 -2.884 0.099
H -1.814 -5.903 -3.351 0.065
H -2.020 -3.719 -0.243 0.041
H -1.278 -5.188 -0.888 0.065
H -3.012 -5.115 -0.616 0.099
S 2.088 -0.763 1.341 0.549
C 1.761 -0.139 2.892 -0.673
N 2.662 0.450 3.630 -0.061
C 2.383 0.752 5.052 -0.069
C 1.571 -0.370 5.614 -0.071
N 0.333 -0.490 4.824 -0.063
C -0.909 -0.743 5.608 -0.087
C -1.212 0.411 6.525 -0.233
C -1.710 1.598 5.988 -0.036
C -1.980 2.675 6.817 -0.062
C -1.756 2.574 8.186 -0.062
C -1.254 1.398 8.723 -0.057
C -0.981 0.318 7.891 -0.048
C 0.363 -0.343 3.532 -0.642
S -1.032 -0.360 2.545 0.520
C 4.035 0.778 3.146 -0.089
C 4.542 2.070 3.734 -0.246
C 3.853 3.261 3.528 -0.042
C 4.337 4.448 4.054 -0.056
C 5.522 4.452 4.785 -0.060
C 6.213 3.269 4.990 -0.055
C 5.720 2.078 4.467 -0.036
H 1.860 1.706 5.134 0.151
H 3.334 0.846 5.568 0.145
H 1.295 -0.158 6.643 0.131
H 2.110 -1.319 5.580 0.154
H -0.743 -1.663 6.169 0.143
H -1.710 -0.906 4.897 0.077
H -1.898 1.671 4.922 0.105
H -2.376 3.592 6.401 0.111
H -1.983 3.410 8.835 0.114
H -1.080 1.317 9.788 0.114
H -0.608 -0.608 8.317 0.119
H 3.991 0.808 2.060 0.090
H 4.687 -0.050 3.428 0.143
H 2.940 3.259 2.950 0.091
H 3.799 5.374 3.889 0.112
H 5.907 5.380 5.187 0.114
H 7.135 3.269 5.556 0.115
H 6.267 1.155 4.623 0.119
```

Please write out number 2 again, unchanged.
An isolated molecule of C26H33N3O5S3. Source: OMol25; level of theory: ωB97M-V/def2-TZVPD.

Calculated values
Highest occupied orbital energy = -8.80 eV
F_max = 1.1 eV/A
LUMO energy = 0.2 eV

The geometry in XYZ format:
```
70
Properties=species:S:1:pos:R:3:lowdin_charge:R:1
C -0.182 1.325 -3.416 -0.045
O -0.694 0.962 -2.149 -0.083
C -0.160 -0.095 -1.517 -0.250
C 0.852 -0.912 -2.024 0.014
C 1.290 -1.992 -1.283 -0.246
S 2.693 -2.919 -1.923 0.673
O 2.642 -4.262 -1.430 -0.274
O 2.770 -2.706 -3.338 -0.278
N 4.007 -2.171 -1.226 -0.207
C 4.096 -2.375 0.203 -0.201
C 5.443 -1.882 0.716 -0.121
C 5.606 -0.387 0.389 -0.315
C 4.600 0.396 1.162 -0.536
N 3.453 0.774 0.750 0.118
C 2.713 1.388 1.720 -0.291
C 1.423 1.886 1.573 -0.006
C 0.801 2.452 2.665 -0.069
C 1.449 2.540 3.896 -0.081
C 2.734 2.059 4.063 -0.096
C 3.359 1.479 2.973 -0.466
S 4.941 0.766 2.863 1.089
C 5.478 -0.211 -1.127 -0.114
C 4.166 -0.792 -1.647 -0.209
C 0.770 -2.296 -0.040 -0.047
C -0.221 -1.473 0.477 -0.025
C -0.669 -0.391 -0.249 -0.186
S -1.970 0.659 0.410 0.681
O -1.560 2.030 0.366 -0.269
O -2.330 0.113 1.692 -0.279
N -3.142 0.404 -0.733 -0.223
C -3.901 1.531 -1.220 -0.165
C -5.156 1.807 -0.381 -0.336
C -4.789 2.405 0.975 -0.055
C -5.965 0.511 -0.243 -0.139
C -5.122 -0.640 0.309 -0.360
C -5.932 -1.931 0.377 -0.062
C -3.890 -0.822 -0.582 -0.161
H -0.753 2.201 -3.717 0.099
H 0.878 1.583 -3.358 0.102
H -0.325 0.524 -4.148 0.103
H 1.298 -0.754 -2.993 0.112
H 3.980 -3.446 0.371 0.122
H 3.287 -1.840 0.725 0.116
H 5.508 -2.047 1.793 0.114
H 6.242 -2.439 0.226 0.126
H 6.602 -0.064 0.710 0.138
H 0.917 1.824 0.624 0.095
H -0.205 2.821 2.550 0.100
H 0.941 2.990 4.735 0.103
H 3.239 2.125 5.014 0.105
H 6.315 -0.725 -1.601 0.123
H 5.521 0.846 -1.389 0.124
H 4.155 -0.802 -2.738 0.121
H 3.338 -0.174 -1.276 0.097
H 1.124 -3.166 0.487 0.118
H -0.659 -1.646 1.447 0.120
H -3.225 2.385 -1.200 0.117
H -4.181 1.318 -2.258 0.133
H -5.767 2.538 -0.925 0.138
H -5.681 2.543 1.583 0.084
H -4.096 1.764 1.511 0.051
H -4.308 3.371 0.839 0.085
H -6.824 0.683 0.408 0.120
H -6.346 0.225 -1.228 0.122
H -4.770 -0.387 1.312 0.130
H -5.326 -2.740 0.777 0.079
H -6.798 -1.800 1.020 0.079
H -6.280 -2.217 -0.614 0.080
H -3.211 -1.563 -0.155 0.123
H -4.194 -1.159 -1.581 0.141
```

Q: Which value of LUMO energy does entry 2 give?
A: 0.2 eV

Q: Which value of highest occupied orbital energy does entry 3 give?
A: -13.50 eV